Version P
ORCA calculation (the ωB97M-V functional and the def2-TZVPD basis) on an isolated molecule of C3H4O2S2.

```
11
Properties=species:S:1:pos:R:3:lowdin_charge:R:1
C 0.312 0.102 1.728 -0.42
C -0.232 -0.701 -1.629 -0.60
C -0.232 1.230 1.275 -0.23
O 0.037 -0.253 -2.804 -0.05
O -1.137 1.182 0.257 -0.02
S 0.737 -1.761 -0.705 0.54
S -0.158 -1.550 1.080 0.50
H 1.000 -0.135 2.547 0.05
H 0.014 2.107 1.731 0.09
H 0.916 -0.617 -3.250 0.16
H -1.258 0.396 -0.230 -0.03
```

Orbital gap ... 0.31249 hartree
E_HOMO ... -8.53 eV
Multiplicity ... 1

***

Version Q
ORCA calculation (the ωB97M-V functional and the def2-TZVPD basis) on an isolated molecule of C3H4O2S2.

```
11
Properties=species:S:1:pos:R:3:lowdin_charge:R:1
O 2.065 1.293 0.354 0.04
C 2.222 0.180 0.053 -0.52
S 0.984 -1.003 -0.730 0.89
C -0.387 0.152 -0.500 -0.55
C -1.746 -0.136 0.103 -1.05
O -1.716 -0.903 1.187 -0.06
S -3.120 0.378 -0.502 0.77
H 3.176 -0.239 -0.062 0.06
H 0.073 0.823 0.434 0.14
H -0.742 0.907 -1.433 0.14
H -0.808 -1.451 1.096 0.15
```

Orbital gap ... 0.33394 hartree
SMILES ... O=CSCC(O)=S
E_HOMO ... -8.91 eV
Multiplicity ... 1

***

Version R
ORCA calculation (the ωB97M-V functional and the def2-TZVPD basis) on an isolated molecule of C3H4O2S2.

```
11
Properties=species:S:1:pos:R:3:lowdin_charge:R:1
O 1.046 -1.344 -0.664 -0.07
C 1.173 -0.091 -0.244 -0.80
S 2.768 0.586 0.312 0.78
C -0.040 0.569 -0.297 -0.76
S 0.126 2.179 -0.375 0.82
C -1.229 -0.350 -0.019 -0.31
O -2.470 0.098 0.396 -0.11
H 3.153 -0.751 0.177 -0.07
H -0.806 -0.941 0.806 0.13
H -1.226 -1.193 -0.760 0.15
H -2.495 1.238 0.668 0.23
```

Orbital gap ... 0.28668 hartree
SMILES ... O=C(S)C(=S)CO
E_HOMO ... -9.63 eV
Multiplicity ... 1

***

version Q takes first place; second place is 24.4 kcal/mol up.

***

Version P
ORCA calculation (the ωB97M-V functional and the def2-TZVPD basis) on a cluster of 9 separate species, C12H5Cl32IN2O2P in total.

```
55
Properties=species:S:1:pos:R:3:lowdin_charge:R:1
O 0.316 -3.124 1.316 -0.24
P 0.071 -1.629 0.756 0.74
O 0.727 -1.682 -0.755 -0.36
C -1.797 -1.436 0.364 -0.40
N -2.438 -2.545 0.074 0.14
N -3.710 -2.329 -0.216 0.02
C -4.333 -1.176 -0.235 -0.15
C -3.689 0.006 0.099 -0.09
C -2.352 -0.136 0.417 -0.66
I -1.193 1.532 0.906 1.04
H -0.044 -3.238 2.205 0.08
H 0.136 -1.125 -1.286 0.06
H -4.243 -3.163 -0.447 0.15
H -5.370 -1.151 -0.532 0.14
H -4.201 0.956 0.104 0.10
C -2.202 -4.396 -3.972 -2.04
Cl -2.349 -3.270 -5.319 0.55
Cl -3.799 -4.607 -3.210 0.50
Cl -1.638 -5.954 -4.556 0.57
Cl -1.045 -3.756 -2.791 0.50
C 3.536 1.393 2.213 -2.02
Cl 5.168 0.783 1.936 0.55
Cl 2.344 0.242 1.581 0.45
Cl 3.274 1.628 3.942 0.54
Cl 3.302 2.928 1.364 0.47
C 1.218 6.399 -0.626 -2.02
Cl 2.366 5.235 0.051 0.47
Cl 1.992 7.969 -0.804 0.54
Cl 0.671 5.825 -2.208 0.52
Cl -0.170 6.534 0.462 0.50
C -6.808 -2.926 2.507 -2.02
Cl -8.258 -1.974 2.792 0.57
Cl -6.411 -3.867 3.937 0.57
Cl -7.061 -4.007 1.126 0.54
Cl -5.451 -1.834 2.122 0.61
C 5.911 8.320 -1.866 -2.06
Cl 5.848 6.686 -1.191 0.51
Cl 5.430 9.486 -0.626 0.51
Cl 7.555 8.675 -2.399 0.53
Cl 4.808 8.428 -3.245 0.51
C 3.688 -3.957 -1.598 -2.02
Cl 4.206 -5.221 -0.480 0.50
Cl 4.429 -4.219 -3.179 0.54
Cl 1.926 -3.997 -1.757 0.52
Cl 4.180 -2.379 -0.968 0.53
C 5.521 -6.442 3.530 -2.05
Cl 6.516 -7.661 4.328 0.54
Cl 6.429 -4.933 3.393 0.53
Cl 5.078 -7.008 1.914 0.49
Cl 4.054 -6.164 4.477 0.51
C -4.428 5.663 -0.734 -2.05
Cl -4.457 4.022 -0.047 0.47
Cl -4.915 6.818 0.505 0.55
Cl -2.792 6.034 -1.279 0.50
Cl -5.547 5.746 -2.096 0.54
```

Orbital gap ... 0.24607 hartree
E_HOMO ... -11.61 eV
Multiplicity ... 1
Charge ... +1

***

Version Q
ORCA calculation (the ωB97M-V functional and the def2-TZVPD basis) on a structure of composition C12H5Cl32IN2O2P.

```
55
Properties=species:S:1:pos:R:3:lowdin_charge:R:1
O -3.308 1.488 0.500 -0.32
P -1.670 0.922 0.324 0.86
O -1.531 0.281 -1.328 -0.47
C -0.421 2.421 0.292 -0.35
N -0.992 3.638 -0.256 0.09
N -0.047 4.599 -0.285 -0.10
C 1.360 4.586 0.125 -0.13
C 2.081 3.313 0.791 0.00
C 1.020 2.085 0.865 -0.56
I 1.531 0.100 1.648 0.90
H -3.485 1.878 1.406 0.08
H -0.570 0.530 -1.565 0.07
H -0.405 5.523 -0.681 0.11
H 2.015 5.562 -0.036 0.15
H 3.188 3.282 1.156 0.12
C -1.019 4.106 -4.355 -1.98
Cl 0.437 3.641 -5.270 0.54
Cl -0.648 5.508 -3.320 0.53
Cl -2.323 4.535 -5.491 0.55
Cl -1.543 2.740 -3.338 0.51
C -1.310 -3.520 2.048 -1.97
Cl -2.558 -4.626 1.420 0.53
Cl -1.493 -1.922 1.282 0.42
Cl -1.495 -3.357 3.813 0.53
Cl 0.305 -4.174 1.678 0.45
C 4.665 -4.491 0.948 -1.97
Cl 2.912 -4.722 1.166 0.45
Cl 5.496 -6.057 1.123 0.52
Cl 4.979 -3.830 -0.676 0.52
Cl 5.272 -3.356 2.179 0.49
C 0.202 7.573 2.337 -1.96
Cl 1.570 8.434 3.086 0.55
Cl -1.231 7.707 3.387 0.55
Cl -0.157 8.295 0.748 0.54
Cl 0.625 5.855 2.127 0.63
C 3.822 -9.536 -0.206 -2.02
Cl 2.394 -8.492 0.010 0.50
Cl 4.662 -9.723 1.354 0.50
Cl 3.305 -11.135 -0.797 0.52
Cl 4.926 -8.793 -1.390 0.50
C -4.435 -1.174 -3.202 -1.97
Cl -6.102 -0.972 -2.608 0.49
Cl -4.471 -1.694 -4.906 0.53
Cl -3.566 0.376 -3.072 0.52
Cl -3.601 -2.406 -2.223 0.52
C -9.056 -1.474 0.591 -2.00
Cl -10.809 -1.705 0.809 0.52
Cl -8.224 -3.040 0.765 0.51
Cl -8.742 -0.813 -1.034 0.48
Cl -8.448 -0.338 1.822 0.50
C 7.378 0.474 1.248 -2.00
Cl 5.950 1.517 1.464 0.47
Cl 8.219 0.287 2.808 0.53
Cl 6.861 -1.125 0.656 0.48
Cl 8.483 1.217 0.063 0.52
```

Orbital gap ... 0.23643 hartree
E_HOMO ... -11.78 eV
Multiplicity ... 1
Charge ... +1

***

version P takes first place; second place is 124.8 kcal/mol up.

***

Version P
ORCA calculation (the ωB97M-V functional and the def2-TZVPD basis) on an isolated molecule of CH5BO.

```
8
Properties=species:S:1:pos:R:3:lowdin_charge:R:1
B 0.661 -0.510 0.148 -0.34
C -0.182 0.780 0.188 -0.08
O -0.854 -0.483 0.125 0.07
H 1.102 -0.751 -0.905 0.05
H 1.209 -1.018 1.029 0.04
H -0.200 1.244 -0.743 0.07
H -0.660 1.444 0.879 0.10
H -1.076 -0.708 -0.722 0.10
```

Orbital gap ... 0.40908 hartree
E_HOMO ... -10.54 eV
Multiplicity ... 1

***

Version Q
ORCA calculation (the ωB97M-V functional and the def2-TZVPD basis) on a cluster of 2 separate species, CH5BO in total.

```
8
Properties=species:S:1:pos:R:3:lowdin_charge:R:1
B 1.441 0.183 0.015 -0.37
C -1.430 -0.145 0.043 0.24
O 0.573 -0.753 0.079 -0.06
H 1.276 1.358 -0.371 0.04
H 2.473 -0.153 0.218 0.00
H -1.153 0.851 -0.001 0.01
H -1.574 -0.889 0.945 0.12
H -1.606 -0.452 -0.927 0.01
```

Orbital gap (spin up / spin down) ... 0.31797 / 0.31800 hartree
E_HOMO (spin up / spin down) ... -9.42 / -9.42 eV
Multiplicity ... 1

***

version P takes first place; second place is 20.8 kcal/mol up.